Formula: C5H18F6N2O8S2
Source: OMol25
Level of theory: ωB97M-V/def2-TZVPD

```
41
Properties=species:S:1:pos:R:3
N 15.366 -16.173 21.619
H 15.616 -17.093 21.227
H 14.357 -15.915 21.429
H 15.992 -15.425 21.276
H 15.482 -16.265 22.648
C 12.137 -14.367 23.493
F 11.347 -15.419 23.635
F 11.615 -13.354 24.156
F 13.351 -14.649 23.981
S 12.318 -13.886 21.671
O 11.049 -13.327 21.306
O 13.436 -12.960 21.665
N 12.828 -15.376 21.002
S 11.739 -15.651 19.890
O 10.406 -15.899 20.389
O 11.826 -14.796 18.730
C 12.305 -17.327 19.230
F 13.584 -17.279 18.792
F 12.198 -18.297 20.167
F 11.521 -17.665 18.197
O 16.317 -16.598 24.216
H 16.235 -17.221 24.950
H 16.987 -15.963 24.500
O 16.719 -18.216 20.188
H 16.931 -17.658 19.427
H 16.444 -19.057 19.803
O 17.077 -14.004 21.208
H 16.827 -13.209 21.700
H 17.766 -13.712 20.600
C 12.976 -18.236 23.608
C 13.619 -19.604 23.602
C 14.835 -19.676 22.672
O 14.074 -19.912 24.919
H 12.625 -17.910 22.628
H 13.672 -17.494 24.013
H 12.118 -18.195 24.284
H 12.888 -20.324 23.222
H 15.320 -20.650 22.766
H 15.654 -18.980 22.872
H 14.521 -19.525 21.636
H 13.517 -20.594 25.302
```

Output
* relative energy (zero: lowest compared OMol25 entry of this formula, charge and spin): 0.0 kJ/mol
* net charge: 0
* orbital gap: 9.228 eV
* energy: -62811.617 eV